Entry 1:
Molecular formula: C24H20N5SW
Method: DFT, ωB97M-V/def2-TZVPD

Last column: Löwdin charge in e.
Atoms and positions in Å:
W1 -0.59890 0.17299 1.06333  1.51
C1 -1.00100 4.20328 -0.83693  0.01
C2 -1.31593 2.90738 -0.44258  -0.09
N1 -0.40611 2.04200 0.01598  -0.07
C3 0.91319 2.43301 0.01760  -0.16
C4 1.30167 3.74846 -0.28983  -0.12
C5 0.30153 4.63829 -0.72565  0.08
C6 2.67702 4.08297 -0.20562  0.04
C7 3.59497 3.13304 0.15546  0.00
C8 3.20928 1.80169 0.40308  0.06
C9 1.88154 1.43827 0.30446  -0.18
N2 1.30264 0.16429 0.47078  -0.07
C10 1.86906 -1.07526 0.13281  -0.18
C11 3.19808 -1.42754 -0.00546  0.07
C12 3.54574 -2.73435 -0.39877  0.00
C13 2.58689 -3.67096 -0.68031  0.05
C14 1.21289 -3.33812 -0.56585  -0.12
C15 0.15697 -4.20286 -0.91312  0.08
C16 -1.14665 -3.76275 -0.81205  0.01
C17 -1.39819 -2.48337 -0.33161  -0.07
N3 -0.42246 -1.64302 0.01821  -0.10
C18 0.87421 -2.04610 -0.13580  -0.17
H1 -1.78138 4.84858 -1.21282  0.13
H2 -2.33467 2.54617 -0.49655  0.12
H3 0.56619 5.65302 -0.99612  0.15
H4 2.98994 5.09362 -0.43380  0.14
H5 4.64077 3.39318 0.23961  0.14
H6 3.97382 1.09953 0.69057  0.11
H7 3.99542 -0.72820 0.17886  0.11
H8 4.59326 -2.98620 -0.48853  0.14
H9 2.86586 -4.66475 -1.00575  0.14
H10 0.37170 -5.20006 -1.27602  0.15
H11 -1.97792 -4.39165 -1.09545  0.13
H12 -2.41652 -2.12486 -0.22009  0.13
C19 -5.52615 -1.78893 4.11643  0.04
C20 -4.48840 -0.92020 3.51062  -0.19
C21 -4.70465 0.32372 2.95318  0.08
C22 -3.64070 1.04176 2.40356  -0.23
N4 -2.38625 0.52452 2.41874  -0.06
C23 -2.16886 -0.64851 3.05363  -0.77
S1 -0.53606 -1.12790 3.14770  0.78
N5 -3.20333 -1.37914 3.51412  0.16
C24 -3.85475 2.41116 1.87600  0.01
H13 -6.49846 -1.30603 4.09117  0.11
H14 -5.26156 -2.00650 5.15414  0.12
H15 -5.58209 -2.73274 3.56855  0.12
H16 -5.69965 0.74438 2.96600  0.15
H17 -2.99241 -2.26631 3.96471  0.19
H18 -4.58985 2.40469 1.06905  0.12
H19 -2.92730 2.87839 1.56090  0.06
H20 -4.27633 3.01744 2.68228  0.13

Kohn-Sham gap (alpha / beta)	6.0104 / 6.9172	eV
2S+1	3
<S²>	2.343
energy	-1664.7327	Ha
lowest unoccupied orbital energy (alpha / beta)	-11.04 / -10.12	eV
net charge	+3

Entry 2:
Molecular formula: C24H20N7O7V
Method: DFT, ωB97M-V/def2-TZVPD

Last column: Löwdin charge in e.
Atoms and positions in Å:
V1 0.38415 -0.26559 0.26867  1.13
C1 2.75492 -1.87853 0.37944  -0.05
N1 2.40557 -0.56529 -0.29369  -0.20
C2 3.30384 0.55818 0.15051  -0.03
C3 2.49899 1.63537 0.82104  -0.22
C4 2.93948 2.92934 0.99656  0.05
C5 2.14079 3.81580 1.70564  0.04
C6 0.93000 3.38176 2.24251  0.01
C7 0.55275 2.07819 2.03230  -0.06
N2 1.30978 1.22304 1.30306  -0.01
C8 2.42697 -0.74569 -1.78260  -0.07
C9 1.23165 -1.58125 -2.16102  -0.23
C10 1.08821 -2.20911 -3.37684  0.05
C11 -0.03852 -2.99205 -3.59193  0.04
C12 -0.98914 -3.12625 -2.58497  0.01
C13 -0.80343 -2.44898 -1.40334  -0.04
N3 0.29020 -1.67723 -1.19745  0.00
C14 1.96749 -2.12694 1.64728  -0.21
C15 2.42452 -2.95462 2.64626  0.04
C16 1.59802 -3.21954 3.73291  0.04
C17 0.33582 -2.64645 3.79721  0.02
C18 -0.06894 -1.81200 2.78072  -0.04
N4 0.73698 -1.56541 1.72510  -0.01
H1 3.82521 -1.91192 0.58201  0.15
H2 2.53323 -2.68568 -0.31921  0.15
H3 3.87094 0.93597 -0.69900  0.15
H4 4.02446 0.16001 0.86658  0.15
H5 3.89663 3.23732 0.59666  0.15
H6 2.46505 4.83892 1.84849  0.14
H7 0.30118 4.04022 2.82500  0.14
H8 -0.36822 1.68335 2.44288  0.13
H9 3.36338 -1.21860 -2.08620  0.16
H10 2.37518 0.23925 -2.24566  0.14
H11 1.85629 -2.11273 -4.13316  0.15
H12 -0.16683 -3.50720 -4.53553  0.14
H13 -1.86385 -3.74792 -2.71564  0.14
H14 -1.51879 -2.50352 -0.59129  0.13
H15 3.41075 -3.39476 2.57568  0.15
H16 1.94075 -3.87361 4.52460  0.14
H17 -0.33216 -2.83770 4.62540  0.14
H18 -1.04392 -1.34000 2.76891  0.12
O1 -6.38508 3.07214 -1.70677  0.16
N5 -5.25488 3.30099 -2.05666  -0.34
O2 -4.88397 4.14646 -2.83456  0.14
C19 -4.19510 2.46147 -1.44914  -0.06
C20 -2.88553 2.70904 -1.80786  0.14
C21 -1.92176 1.90714 -1.22320  -0.02
C22 -2.25281 0.91357 -0.31570  -0.13
O3 -1.22761 0.20277 0.25539  -0.15
C23 -3.57405 0.68345 0.00441  -0.01
C24 -4.56545 1.46827 -0.56276  0.15
N6 -3.97854 -0.39415 0.94155  -0.31
O4 -5.14250 -0.48618 1.19132  0.19
O5 -3.08325 -1.08621 1.40196  0.07
N7 -0.51360 2.12794 -1.61287  -0.23
O6 -0.24763 3.09556 -2.23918  0.24
O7 0.37277 1.27685 -1.31940  -0.01
H19 -2.64249 3.48968 -2.51789  0.16
H20 -5.60794 1.30303 -0.31653  0.16

Kohn-Sham gap (alpha / beta)	7.1565 / 7.7193	eV
2S+1	2
<S²>	0.765
energy	-2779.3686	Ha
lowest unoccupied orbital energy (alpha / beta)	-11.41 / -10.85	eV
net charge	+3